Here is 8 unconnected molecules or ions with the total composition C24H24F8O24 in a non-equilibrium geometry from OMol25. Energies are from the ωB97M-V functional and the def2-TZVPD basis.

Bonds (Å) are listed after each position.
CARTESIAN COORDINATES (ANGSTROEM)
1 O 7.359 -10.228 -8.110  C2 1.265
2 C 6.326 -9.535 -8.342  O1 1.265, O3 1.308, O7 1.290
3 O 5.218 -9.481 -7.649  C2 1.308, C4 1.434
4 C 4.301 -8.524 -8.196  O3 1.434, C5 1.448, H8 1.090, H9 1.090
5 C 5.050 -8.089 -9.356  C4 1.448, F6 1.359, O7 1.409, H10 1.090
6 F 5.071 -6.729 -9.363  C5 1.359
7 O 6.334 -8.668 -9.297  C2 1.290, C5 1.409
8 H 3.395 -9.062 -8.476  C4 1.090
9 H 3.949 -7.733 -7.534  C4 1.090
10 H 4.507 -8.301 -10.277  C5 1.090
11 O 9.986 -9.813 -16.899  C12 1.258
12 C 9.780 -10.512 -15.873  O11 1.258, O13 1.273, O17 1.360
13 O 10.322 -11.646 -15.671  C12 1.273, C14 1.404
14 C 9.944 -12.150 -14.416  O13 1.404, C15 1.438, H18 1.090, H19 1.090
15 C 9.500 -10.969 -13.727  C14 1.438, F16 1.326, O17 1.397, H20 1.090
16 F 10.408 -10.498 -12.882  C15 1.326
17 O 9.233 -10.028 -14.725  C12 1.360, C15 1.397
18 H 9.176 -12.902 -14.600  C14 1.090
19 H 10.893 -12.482 -13.996  C14 1.090
20 H 8.610 -11.209 -13.146  C15 1.090
21 O 9.599 -6.363 -24.645  C22 1.181
22 C 8.848 -5.619 -24.116  O21 1.181, O23 1.328, O27 1.290
23 O 8.449 -4.418 -24.518  C22 1.328, C24 1.391
24 C 7.747 -3.813 -23.481  O23 1.391, C25 1.475, H28 1.090, H29 1.090
25 C 7.521 -4.902 -22.513  C24 1.475, F26 1.306, O27 1.379, H30 1.090
26 F 6.304 -5.373 -22.460  C25 1.306
27 O 8.393 -5.882 -22.938  C22 1.290, C25 1.379
28 H 8.217 -2.942 -23.024  C24 1.090
29 H 6.765 -3.424 -23.750  C24 1.090
30 H 7.772 -4.567 -21.507  C25 1.090
31 O 3.774 -2.324 -20.288  C32 1.214
32 C 2.587 -2.200 -20.066  O31 1.214, O33 1.314, O37 1.394
33 O 1.612 -2.930 -20.561  C32 1.314, C34 1.383
34 C 0.432 -2.580 -19.932  O33 1.383, C35 1.536, H38 1.090, H39 1.090
35 C 0.640 -1.240 -19.209  C34 1.536, F36 1.371, O37 1.420, H40 1.090
36 F 0.772 -1.648 -17.907  C35 1.371
37 O 1.994 -1.034 -19.583  C32 1.394, C35 1.420
38 H -0.224 -2.449 -20.793  C34 1.090
39 H -0.154 -3.353 -19.435  C34 1.090
40 H -0.021 -0.376 -19.271  C35 1.090
41 O 2.114 -7.092 -17.913  C42 1.255
42 C 3.155 -6.693 -17.339  O41 1.255, O43 1.359, O47 1.356
43 O 4.404 -6.779 -17.867  C42 1.359, C44 1.450
44 C 5.370 -6.700 -16.789  O43 1.450, C45 1.494, H48 1.090, H49 1.090
45 C 4.458 -6.430 -15.637  C44 1.494, F46 1.323, O47 1.349, H50 1.090
46 F 4.879 -5.527 -14.768  C45 1.323
47 O 3.208 -6.185 -16.082  C42 1.356, C45 1.349
48 H 6.070 -7.535 -16.753  C44 1.090
49 H 6.024 -5.849 -16.980  C44 1.090
50 H 4.550 -7.384 -15.117  C45 1.090
51 O 0.348 -6.293 -23.670  C52 1.249
52 C -0.208 -7.146 -22.946  O51 1.249, O53 1.291, O57 1.374
53 O -0.933 -6.739 -21.959  C52 1.291, C54 1.425
54 C -1.568 -7.783 -21.226  O53 1.425, C55 1.542, H58 1.090, H59 1.090
55 C -0.996 -9.046 -21.900  C54 1.542, F56 1.326, O57 1.465, H60 1.090
56 F -1.944 -9.909 -22.239  C55 1.326
57 O -0.411 -8.494 -23.124  C52 1.374, C55 1.465
58 H -1.692 -7.788 -20.144  C54 1.090
59 H -2.597 -7.659 -21.564  C54 1.090
60 H -0.180 -9.638 -21.484  C55 1.090
61 O 10.459 -5.132 -15.248  C62 1.262
62 C 11.492 -5.667 -14.760  O61 1.262, O63 1.341, O67 1.304
63 O 12.517 -6.224 -15.421  C62 1.341, C64 1.397
64 C 13.331 -6.964 -14.559  O63 1.397, C65 1.517, H68 1.090, H69 1.090
65 C 13.024 -6.215 -13.277  C64 1.517, F66 1.298, O67 1.384, H70 1.090
66 F 13.705 -5.140 -13.022  C65 1.298
67 O 11.700 -5.870 -13.489  C62 1.304, C65 1.384
68 H 13.144 -8.023 -14.382  C64 1.090
69 H 14.395 -6.839 -14.761  C64 1.090
70 H 12.990 -6.908 -12.436  C65 1.090
71 O 4.056 1.989 -12.936  C72 1.220
72 C 4.274 0.854 -13.327  O71 1.220, O73 1.433, O77 1.350
73 O 3.895 0.314 -14.600  C72 1.433, C74 1.427
74 C 4.381 -1.024 -14.695  O73 1.427, C75 1.574, H78 1.090, H79 1.090
75 C 5.320 -1.124 -13.436  C74 1.574, F76 1.291, O77 1.421, H80 1.090
76 F 6.531 -1.144 -13.882  C75 1.291
77 O 5.074 0.020 -12.630  C72 1.350, C75 1.421
78 H 3.579 -1.761 -14.668  C74 1.090
79 H 4.985 -1.173 -15.591  C74 1.090
80 H 5.132 -2.104 -12.999  C75 1.090

The total energy comes out at -3533.5296 a.u. For the lowest unoccupied orbital energy, the calculation gives -0.00995 Eh. The value obtained for the HOMO-LUMO gap is 10.7 eV. The value obtained for the relative energy (zero: lowest compared OMol25 entry of this formula, charge and spin) is 661.78 kJ/mol.